DFT (ωB97M-V with the def2-TZVPD basis set) results for C38H42BBr2F7N4O5S2Tb as an isolated structure.

Properties
Multiplicity ... 7
HOMO energy ... -5.1 eV
Charge ... -1
E_LUMO ... 2.18 eV

Last column: Mulliken spin population.
Geometry (Å):
1 Tb -0.064 1.927 1.484  6.1928
2 F 0.371 -1.673 5.584  0.0000
3 C 0.332 -2.261 4.384  -0.0002
4 F 0.679 -3.539 4.544  0.0000
5 F -0.930 -2.226 3.942  0.0002
6 S 1.544 -1.468 3.104  -0.0007
7 O 0.308 0.127 0.461  -0.0323
8 O 2.701 -2.359 3.222  0.0000
9 N 1.941 -0.077 3.979  0.0012
10 S 0.919 1.061 3.860  -0.0441
11 O 1.388 2.293 3.236  -0.0222
12 O -0.362 0.633 3.283  -0.0001
13 C 0.470 1.631 5.580  0.0017
14 F -0.595 0.962 6.002  0.0002
15 F 1.479 1.424 6.420  0.0001
16 F 0.189 2.925 5.541  0.0000
17 C -1.680 1.551 -1.948  0.0016
18 C -2.264 2.723 -1.215  0.0020
19 C -3.125 3.600 -1.911  -0.0005
20 C -3.607 4.714 -1.297  0.0002
21 C -3.247 4.986 0.040  -0.0008
22 C -3.613 6.152 0.748  0.0008
23 Br -4.680 7.493 -0.085  0.0000
24 C -3.199 6.350 2.032  -0.0004
25 C -2.436 5.374 2.678  0.0002
26 Br -1.889 5.675 4.464  0.0000
27 C -2.058 4.173 2.082  -0.0121
28 O -1.402 3.244 2.680  -0.0253
29 C -2.447 4.021 0.695  0.0045
30 N -1.966 2.913 0.052  0.0012
31 H -1.476 1.830 -2.977  0.0001
32 H -2.382 0.714 -1.968  -0.0003
33 H -0.756 1.224 -1.482  0.0055
34 H -3.378 3.378 -2.940  0.0000
35 H -4.252 5.404 -1.823  0.0000
36 H -3.461 7.257 2.559  -0.0001
37 F 0.896 3.324 0.403  -0.0099
38 C -3.160 -0.240 1.428  0.0097
39 C -2.674 -1.098 0.256  -0.0098
40 C -3.814 -1.346 -0.736  0.0003
41 C -2.074 -2.411 0.712  0.0019
42 C -2.807 -3.210 1.581  -0.0002
43 C -2.335 -4.443 1.993  -0.0001
44 C -1.101 -4.874 1.542  0.0000
45 C -0.324 -4.101 0.684  0.0000
46 C 1.030 -4.665 0.266  0.0001
47 C 1.901 -5.054 1.465  0.0000
48 C 0.842 -5.878 -0.655  0.0000
49 C -0.830 -2.860 0.241  -0.0002
50 N -0.102 -2.067 -0.693  0.0000
51 B 0.534 -0.748 -0.523  -0.0474
52 N 1.400 -0.627 -1.712  0.0012
53 C 1.231 -1.787 -2.483  -0.0002
54 C 0.368 -2.622 -1.893  0.0002
55 C 2.228 0.434 -2.181  0.0014
56 C 3.337 0.861 -1.442  -0.0012
57 C 4.112 1.995 -1.921  -0.0001
58 C 3.850 2.598 -3.134  0.0001
59 C 2.816 2.114 -3.901  0.0000
60 C 1.963 1.037 -3.431  -0.0002
61 C 0.831 0.640 -4.353  -0.0001
62 C 1.344 -0.213 -5.525  0.0000
63 C 0.106 1.868 -4.942  0.0000
64 C 3.872 0.275 -0.151  0.0003
65 C 3.319 1.091 1.029  -0.0016
66 C 3.712 -1.234 0.050  0.0001
67 H -3.424 0.760 1.082  0.0029
68 H -2.393 -0.158 2.200  -0.0035
69 H -4.048 -0.672 1.896  0.0001
70 H -1.894 -0.544 -0.254  0.0046
71 H -4.611 -1.926 -0.264  0.0000
72 H -3.463 -1.903 -1.609  0.0000
73 H -4.243 -0.399 -1.077  0.0000
74 H -3.768 -2.859 1.940  0.0000
75 H -2.914 -5.054 2.675  0.0000
76 H -0.720 -5.831 1.880  0.0000
77 H 1.575 -3.903 -0.287  0.0000
78 H 1.432 -5.838 2.066  0.0000
79 H 2.090 -4.197 2.110  0.0000
80 H 2.863 -5.433 1.111  0.0000
81 H 0.399 -6.711 -0.104  0.0000
82 H 1.805 -6.208 -1.055  0.0000
83 H 0.182 -5.647 -1.494  0.0000
84 H 1.800 -1.956 -3.381  0.0000
85 H 0.023 -3.578 -2.252  -0.0001
86 H 4.936 2.346 -1.312  0.0000
87 H 4.445 3.436 -3.474  0.0000
88 H 2.611 2.566 -4.863  0.0000
89 H 0.111 0.049 -3.787  -0.0001
90 H 2.052 0.363 -6.127  0.0000
91 H 0.512 -0.513 -6.170  0.0000
92 H 1.854 -1.114 -5.188  0.0000
93 H 0.628 2.246 -5.825  0.0000
94 H 0.048 2.686 -4.222  0.0000
95 H -0.906 1.599 -5.254  0.0000
96 H 4.951 0.456 -0.188  -0.0003
97 H 2.231 1.044 0.975  -0.0210
98 H 3.602 2.141 0.951  0.0002
99 H 3.661 0.696 1.986  -0.0003
100 H 2.703 -1.517 0.338  0.0001
101 H 4.372 -1.566 0.854  0.0000
102 H 3.969 -1.778 -0.863  0.0000